This record from OMol25 describes a molecular structure, C25H37FN7O6RbS. The level of theory is the ωB97M-V functional and the def2-TZVPD basis.

Last column: Mulliken charge in e.
CARTESIAN COORDINATES (ANGSTROEM)
Rb -0.02770 -0.60790 -0.34290  1.199
S -2.95370 -0.60780 0.59060  0.721
F -0.16790 -3.58830 -5.95610  -0.359
O -0.04960 -3.08590 -0.91460  -0.692
O 2.73820 -3.43410 1.90960  -0.759
O -0.04920 0.67360 -2.50910  -0.817
O -1.56420 -0.92820 -2.76100  -0.660
O 2.13500 -1.58730 0.80180  -0.946
O -1.87960 -1.29680 1.30630  -0.813
N 0.79490 2.28430 2.57340  -0.380
N 1.93040 -5.47490 -6.53530  0.310
N 3.18310 -5.22330 -1.89530  0.280
N -2.42840 2.14510 -1.78770  -0.384
N -1.39120 2.18050 1.88270  0.081
N 3.35110 -6.13750 -8.37670  -0.118
N 0.87800 -0.50840 3.23080  -0.735
C 2.14110 -5.48350 -8.93450  -0.651
C 0.65920 -3.99740 -4.95530  0.460
C 1.04670 -3.47630 -1.26560  0.709
C 3.16080 -4.50210 -0.71940  -0.127
C 1.39040 -4.85960 -7.73390  -0.757
C 5.49460 -5.92230 -2.43450  -1.037
C 1.29790 -3.94560 -2.65110  0.448
C -2.27750 1.34950 -3.00000  -0.645
C -0.43210 2.85530 2.52350  0.530
C 1.66970 -4.91510 -5.24590  -1.639
C -1.95860 4.63670 3.03570  -0.258
C -2.95570 3.91330 2.38780  -1.090
C -4.34200 -0.59730 1.82440  -1.298
C 0.47150 -3.50960 -3.67980  -0.770
C 4.09370 -6.33930 -1.99260  -1.058
C -2.59920 2.70960 1.80460  -0.152
C -1.19910 0.25940 -2.73390  0.622
C 2.20540 -3.61980 -0.39820  -0.028
C 1.86050 -6.91980 -6.63590  -0.649
C 2.35510 -4.84630 -2.91270  -0.275
C -0.68240 4.12750 3.08260  -0.769
C 2.97810 -7.35590 -7.61400  -0.748
C 2.36260 -2.79790 0.93030  0.231
C -3.72940 -1.87990 -0.47210  -0.941
C 2.52230 -5.30630 -4.22410  -0.088
H -4.49570 -1.61120 2.17370  0.439
H -3.07500 -1.99360 -1.33150  0.107
H 1.46710 -0.94060 2.51570  0.309
H 1.53880 -6.23410 -9.44890  0.317
H -0.06460 -0.83360 3.03110  0.196
H -2.18040 5.59070 3.49670  0.375
H 5.90100 -5.20320 -1.72960  0.342
H 1.57470 -3.78620 -7.68060  0.484
H -0.31380 -2.78970 -3.46100  0.878
H -1.94520 1.94380 -3.86700  0.325
H 3.68700 -5.47340 -7.65430  0.384
H -3.23520 0.88350 -3.24470  0.280
H 0.31040 -5.01290 -7.85100  0.486
H 3.34130 -5.96300 -4.47480  0.744
H 1.47390 2.73710 3.16290  0.228
H -1.49460 2.36380 -1.44550  0.180
H 3.96590 -4.71250 -0.03040  0.531
H 2.00980 -7.36690 -5.65460  0.534
H 3.67780 -7.07960 -2.68080  0.462
H 5.47250 -5.45900 -3.41840  0.287
H 6.15100 -6.78870 -2.46200  0.378
H 1.14840 -0.93560 4.11100  0.230
H -3.31320 2.12400 1.23990  0.478
H 4.15500 -6.80440 -1.00560  0.483
H 0.87940 -7.25370 -7.00350  0.306
H 2.43720 -4.71860 -9.65160  0.353
H 4.07100 -6.32210 -9.07980  0.306
H -5.24100 -0.20240 1.36720  0.400
H 2.63660 -8.13650 -8.29460  0.358
H -4.70720 -1.53610 -0.78730  0.419
H 0.11360 4.68550 3.55510  0.299
H 0.83220 1.25680 2.58270  0.332
H -4.02430 0.03770 2.64450  0.373
H -2.88660 3.02690 -2.00160  0.222
H -3.96970 4.27820 2.33160  0.396
H -3.79600 -2.80600 0.08750  0.416
H 3.86510 -7.71750 -7.08890  0.415

Forces on the atoms, in the same order (eV/Å):
Rb 0.9 0.9 0.8
S -2.8 -0.2 0.1
F 0.0 -0.1 0.1
O -0.1 -0.5 -0.2
O 0.3 -0.3 0.5
O 0.4 0.8 -0.5
O -0.3 -0.9 0.0
O 0.0 0.8 -0.1
O 0.8 -0.9 1.2
N 0.3 0.1 -0.2
N -0.2 0.1 0.1
N 0.0 0.1 0.2
N 0.0 0.4 0.2
N 0.4 -0.4 -0.1
N 0.5 0.1 -0.2
N -0.1 -0.3 0.0
C -0.5 0.3 -0.2
C 0.0 0.0 0.0
C 0.5 -0.7 -0.1
C -0.3 0.0 -0.1
C -0.1 0.2 0.1
C -0.2 -0.1 0.0
C 0.1 -0.1 -0.1
C 0.2 -0.3 -0.1
C -0.2 0.4 0.0
C 0.1 0.2 0.3
C 0.1 -0.1 -0.1
C -0.2 0.0 -0.1
C 0.6 0.3 -0.6
C 0.1 -0.1 -0.3
C 0.5 -0.1 -0.1
C -0.2 0.2 0.2
C -0.8 0.9 -1.2
C 0.1 0.6 0.8
C -0.1 -0.2 0.0
C -0.4 0.2 -0.4
C -0.1 0.0 0.0
C -0.2 -0.6 0.5
C 0.1 -1.1 -0.7
C 0.4 0.5 0.1
C -0.1 0.0 0.1
H 0.1 -0.2 0.0
H 0.1 0.0 -0.1
H 0.1 -0.1 0.0
H 0.2 0.0 0.1
H -0.1 0.0 0.0
H 0.0 0.0 0.0
H 0.1 0.1 0.0
H -0.1 -0.1 -0.1
H -0.1 0.1 0.0
H 0.0 -0.1 0.1
H 0.1 -0.2 -0.2
H 0.1 -0.1 0.0
H 0.1 0.0 0.0
H 0.1 -0.1 0.0
H -0.1 -0.1 0.0
H -0.1 0.1 0.0
H 0.0 0.0 0.1
H 0.0 0.0 -0.1
H 0.0 0.0 0.1
H 0.0 0.1 -0.1
H 0.1 -0.1 0.0
H 0.0 0.1 0.0
H -0.2 0.1 -0.1
H -0.1 0.0 -0.1
H 0.0 0.0 0.0
H 0.1 -0.1 0.0
H -0.2 0.1 0.2
H -0.2 0.1 -0.1
H 0.1 0.2 -0.1
H -0.2 0.1 -0.1
H 0.1 0.0 0.1
H 0.1 0.2 0.3
H 0.1 0.1 0.1
H 0.1 -0.1 0.1
H -0.1 0.0 -0.1
H 0.0 -0.1 0.2
H 0.0 0.1 -0.1

Its total charge is 0. The value obtained for the highest occupied orbital energy is -6.82 eV. The calculated total energy is -63448.016 eV. Its HOMO-LUMO gap is 5.219 eV. For the LUMO energy, the calculation gives -1.6 eV.